18
Properties=species:S:1:pos:R:3:lowdin_charge:R:1 method="wB97M-V/def2-TZVPD" homo_lumo_gap_ev=7.620 total_charge=-1 lumo_ha=0.1381 multiplicity=1 e_homo_ha=-0.1419
C 0.817 1.528 1.636 -0.135
H 2.557 -0.360 1.262 0.054
H 1.182 0.936 2.474 0.055
H 0.749 1.281 -0.531 0.097
H 1.544 2.351 1.543 0.063
C 2.100 -0.196 0.281 -0.118
O -0.560 -0.595 -2.228 -0.109
C -1.339 -1.389 -1.654 -0.809
H -2.348 0.206 -0.495 0.046
H 1.896 -1.183 -0.136 0.071
H 2.892 0.249 -0.321 0.060
H -0.170 1.958 1.804 0.059
C -2.563 -0.774 -0.939 -0.070
H -2.927 -1.469 -0.185 0.047
H -3.378 -0.637 -1.657 0.052
H -0.039 0.061 0.375 0.077
C 0.854 0.677 0.364 -0.318
O -1.265 -2.645 -1.591 -0.123

***

18
Properties=species:S:1:pos:R:3:lowdin_charge:R:1 method="wB97M-V/def2-TZVPD" homo_lumo_gap_ev="11.285 / 6.822" lumo_ha="0.0278 / -0.1287" multiplicity=2 e_homo_ha="-0.3869 / -0.3794"
H -1.721 -1.496 1.084 0.064
C 0.386 -0.542 1.003 -0.256
H 1.095 -0.670 3.111 0.058
H 1.012 1.556 -2.972 0.128
O 0.494 -0.948 -3.120 0.302
H 0.672 0.885 2.748 0.057
C 1.104 0.021 2.284 -0.100
H -1.454 -0.272 2.097 0.006
H -1.689 0.136 0.469 0.077
H 2.152 0.148 2.014 0.062
H 0.002 1.414 -1.217 0.035
H -0.828 1.736 -2.811 0.100
C -1.176 -0.572 1.181 -0.107
H 0.714 -1.452 0.600 0.071
C -0.254 -0.369 -2.416 -0.679
C 0.069 1.274 -2.269 0.060
H 0.649 0.023 0.048 0.072
O -1.226 -0.873 -1.836 0.048

***

18
Properties=species:S:1:pos:R:3:lowdin_charge:R:1 method="wB97M-V/def2-TZVPD" homo_lumo_gap_ev="11.773 / 7.690" lumo_ha="0.0309 / -0.1131" multiplicity=2 e_homo_ha="-0.4017 / -0.3957"
H -1.845 -0.841 -1.149 0.124
H -2.588 -1.460 1.285 0.080
H 2.577 3.337 -0.676 0.063
O 0.122 -2.007 1.038 0.123
H 1.414 1.948 1.222 0.075
C -1.361 -0.542 -0.216 -0.168
H -1.024 0.470 -0.404 0.080
C -2.396 -0.454 0.910 -0.068
H 1.407 2.704 -1.848 0.066
C 1.327 1.771 0.157 -0.162
H 1.959 0.911 -0.118 0.069
H -1.916 0.069 1.734 0.081
H 0.829 3.712 -0.686 0.062
C 1.579 2.919 -0.789 -0.167
H 0.433 1.200 -0.138 0.019
C -0.131 -1.410 0.025 -0.597
O 0.593 -1.390 -1.058 0.244
H -3.308 0.014 0.568 0.076

***

18
Properties=species:S:1:pos:R:3:lowdin_charge:R:1 method="wB97M-V/def2-TZVPD" homo_lumo_gap_ev="10.513 / 7.421" lumo_ha="0.0288 / -0.0824" multiplicity=2 e_homo_ha="-0.3575 / -0.3551"
C 1.437 0.755 -0.279 -0.310
C -1.360 -0.206 0.667 -0.204
H 2.887 -3.211 -0.770 0.027
O 1.327 -0.527 -0.032 0.028
H 2.218 -1.977 -0.111 -0.035
H -0.576 -0.377 1.398 0.096
H -3.270 -0.844 0.019 0.056
H 2.191 1.175 -0.966 0.117
C -1.216 1.194 0.101 -0.192
H 0.374 2.557 -0.610 0.104
H -1.471 1.857 0.916 0.112
O 2.543 -2.874 0.064 -0.082
H -2.014 1.253 -0.648 0.111
H -2.365 -1.916 1.229 0.055
C 0.079 1.521 -0.632 -0.141
C -2.425 -0.986 0.679 0.005
H 1.703 1.345 0.635 0.157
H -0.061 1.262 -1.659 0.097

***

20
Properties=species:S:1:pos:R:3:lowdin_charge:R:1 method="wB97M-V/def2-TZVPD" homo_lumo_gap_ev="6.690 / 8.545" lumo_ha="-0.0587 / 0.0022" multiplicity=1 e_homo_ha="-0.3046 / -0.3118"
S 1.199 -1.576 -0.723 0.663
H -3.267 -1.357 -1.097 0.082
H 3.106 -1.575 0.524 -0.001
C -3.547 0.465 -0.040 -0.080
H -4.617 0.444 0.332 0.101
P -0.348 -0.353 0.188 0.551
H -2.855 -1.370 0.504 0.075
H 1.771 -0.612 1.258 0.074
O -0.891 -0.703 1.541 -0.383
O -1.530 -0.535 -0.880 -0.340
C 2.468 -0.841 0.335 -0.578
H -3.372 1.199 -0.913 0.106
C -2.840 -0.829 -0.361 -0.285
C 2.536 1.591 0.036 0.010
H 1.893 2.004 -0.582 -0.005
H 2.822 2.108 0.860 0.032
H 4.264 0.518 0.121 0.147
C 3.191 0.371 -0.370 -0.315
H 3.091 0.036 -1.461 0.106
H -3.075 1.014 0.728 0.040

***

19
Properties=species:S:1:pos:R:3:lowdin_charge:R:1 method="wB97M-V/def2-TZVPD" homo_lumo_gap_ev=6.325 total_charge=-1 lumo_ha=0.1354 multiplicity=1 e_homo_ha=-0.0970
H -1.462 1.716 -0.257 0.099
O 0.272 -1.992 1.521 -0.238
C -0.017 0.259 0.942 -0.168
H -1.017 2.139 1.470 0.080
H 1.085 2.895 -2.241 0.097
C 0.264 2.291 -1.735 -0.311
H -0.987 -3.604 0.938 0.074
C -0.481 -0.997 1.206 -0.419
C -0.638 1.631 0.540 -0.230
H 1.391 1.943 0.118 0.073
O 0.380 0.927 -2.200 -0.129
H 1.109 0.337 -1.835 0.120
H 0.351 -3.536 0.448 -0.059
H -1.500 -1.290 1.091 0.076
O -0.354 -4.111 0.278 -0.146
H 0.992 0.540 1.359 0.083
H 0.590 3.565 -0.168 0.097
C 0.500 2.462 -0.223 -0.226
H -0.699 2.825 -2.100 0.129

***

19
Properties=species:S:1:pos:R:3:lowdin_charge:R:1 method="wB97M-V/def2-TZVPD" homo_lumo_gap_ev=7.578 total_charge=-1 lumo_ha=0.1361 multiplicity=1 e_homo_ha=-0.1424
H 1.197 1.741 0.175 0.073
C 0.732 1.005 0.782 -0.097
H -2.761 0.106 -2.374 0.083
H 2.609 -0.127 -0.578 0.071
O -0.900 2.100 2.160 -0.031
H 1.423 -1.990 1.057 0.086
H 0.295 -1.150 1.984 0.085
H -2.786 0.338 -0.816 -0.077
H -0.477 -2.212 0.594 0.064
O -3.203 -0.152 -1.475 -0.107
H 1.314 0.107 -1.939 0.061
C 1.672 -0.404 -1.057 -0.098
C 0.472 -0.264 -0.033 -0.422
H 1.162 0.998 1.763 0.082
C 0.348 -1.532 0.884 -0.084
H -0.321 -0.396 -0.682 0.072
C -0.804 1.649 1.051 -0.699
H 1.633 -1.320 -1.584 0.037
O -1.607 1.503 0.087 -0.099

***

19
Properties=species:S:1:pos:R:3:lowdin_charge:R:1 method="wB97M-V/def2-TZVPD" homo_lumo_gap_ev=7.649 total_charge=-1 lumo_ha=0.1330 multiplicity=1 e_homo_ha=-0.1481
H -1.185 0.829 0.859 0.074
H 2.953 -1.008 2.713 0.053
H -3.072 1.046 -1.064 0.081
C 2.632 -0.235 0.803 -0.840
C -0.548 0.719 -0.017 -0.036
H 1.470 0.055 2.618 0.047
H -3.042 -0.577 -0.292 0.073
O -0.856 0.648 -2.432 -0.074
H -0.183 1.708 -0.287 0.088
C 2.062 -0.723 2.160 -0.071
H 0.316 0.154 0.306 0.042
H 0.107 0.648 -2.462 0.089
O 2.836 -1.097 -0.082 -0.113
H 1.507 -1.664 2.068 0.053
H -0.865 -1.039 -1.254 0.133
C -1.208 -0.004 -1.196 -0.478
C -2.719 0.016 -1.143 -0.077
O 2.870 0.995 0.749 -0.114
H -3.075 -0.472 -2.048 0.070

***

18
Properties=species:S:1:pos:R:3:lowdin_charge:R:1 method="wB97M-V/def2-TZVPD" homo_lumo_gap_ev="6.586 / 7.938" lumo_ha="0.0366 / -0.0858" multiplicity=3 e_homo_ha="-0.2054 / -0.3775"
H -2.666 0.358 1.708 0.088
H -3.781 1.351 0.455 0.059
H 0.063 -0.312 -1.653 0.159
H -0.954 -0.670 1.349 0.126
C 1.149 0.456 0.169 -0.323
O 3.773 -0.621 0.473 -0.444
C -2.180 -0.036 -0.227 -0.259
C 0.247 -0.653 -0.483 -0.258
C -1.114 -0.914 0.224 -0.259
H -1.318 -2.031 -0.071 0.148
P 2.927 0.360 -0.255 0.664
H 3.355 1.648 -0.133 -0.013
C -3.016 0.579 0.626 -0.016
H 3.064 0.362 -1.555 -0.027
H -2.187 -0.079 -1.355 0.121
H 0.862 1.461 -0.143 0.079
H 0.967 0.324 1.195 0.061
H 0.809 -1.583 -0.324 0.093

***

17
Properties=species:S:1:pos:R:3:lowdin_charge:R:1 method="wB97M-V/def2-TZVPD" homo_lumo_gap_ev=8.429 lumo_ha=0.0337 multiplicity=1 e_homo_ha=-0.2761
H -1.462 -1.198 1.543 0.088
C -1.153 -0.175 1.374 -0.272
H 1.133 2.623 -0.951 -0.017
C 0.641 -1.389 -1.218 -0.150
C 1.098 1.603 -1.359 -0.294
H -1.920 -0.347 -0.663 0.050
H -0.137 -1.440 -2.026 0.059
H 2.035 1.306 -1.579 -0.097
H 1.678 -1.547 -1.531 0.038
H 0.919 -0.937 1.678 0.047
H -1.644 0.584 2.064 0.111
H 0.403 -1.930 -0.309 0.014
H -1.920 1.361 -0.044 0.130
C 0.443 -0.020 1.429 -0.260
P 0.461 0.374 -0.395 0.791
C -1.351 0.312 -0.059 -0.313
H 0.776 0.821 2.045 0.074

***

Results for largest force on an atom: 0.023; 0.138; 0.050; 0.053; 0.097; 0.083; 0.101; 0.022; 0.197; 0.074 (in Eh/bohr, following the order of the records).
Results for total energy: -9459.8071; -9454.6582; -9455.9340; -9454.7282; -29579.1655; -11504.3563; -11506.1383; -11507.2826; -16693.4533; -14649.4102 (in eV, following the order of the records).